*w*
The following is a quantum chemistry calculation of a cluster of 2 separate species, CH5NO2S in total, from the OMol25 dataset.

```
10
Properties=species:S:1:pos:R:3:nbo_charge:R:1
C 0.027 1.672 -0.482 -0.404
N -0.745 0.580 -0.049 -0.200
O 1.472 0.328 1.141 -0.961
O -1.098 0.689 1.282 -0.571
S 1.097 0.167 -0.252 1.201
H -0.086 -1.728 -1.732 -0.019
H -0.130 1.999 -1.483 0.218
H 0.174 2.491 0.243 0.234
H -0.414 0.670 1.996 0.493
H 0.004 -2.414 -2.069 0.010
```

The LUMO energy comes out at 0.29 eV. The calculation puts the gap between HOMO and LUMO at 9.58 eV. As for the spin multiplicity: 1.



*x*
The following is a quantum chemistry calculation of an isolated molecule of CH5NO2S, from the OMol25 dataset.

```
10
Properties=species:S:1:pos:R:3:nbo_charge:R:1
C -0.757 0.320 -0.992 -0.932
N -0.037 -0.152 1.500 -1.093
O 0.641 -1.737 -0.326 -0.948
O 1.674 0.486 -0.194 -0.957
S 0.531 -0.351 -0.093 2.322
H -0.335 0.100 -2.023 0.261
H -1.789 0.118 -0.714 0.273
H -0.562 1.461 -0.838 0.254
H 0.278 -1.044 1.898 0.410
H 0.357 0.799 1.782 0.410
```

The LUMO energy comes out at 0.71 eV. The SMILES is CS(N)(=O)=O. The calculation puts the gap between HOMO and LUMO at 11.49 eV. As for the spin multiplicity: 1.



*y*
The following is a quantum chemistry calculation of an isolated molecule of CH5NO2S, from the OMol25 dataset.

```
10
Properties=species:S:1:pos:R:3:nbo_charge:R:1
C -0.767 -0.096 1.333 -0.297
N 0.684 0.141 -2.309 -1.117
O 1.120 1.606 -0.279 -0.882
O -0.846 -0.173 -0.129 -0.715
S 0.597 0.397 -0.846 2.056
H 0.038 -0.833 1.705 0.186
H -1.719 -0.519 1.803 0.218
H -0.565 0.967 1.628 0.215
H 0.087 -0.700 -2.554 0.398
H 1.372 -0.791 -0.351 -0.062
```

The LUMO energy comes out at 0.64 eV. The SMILES is CO[S@@H](=N)=O. The calculation puts the gap between HOMO and LUMO at 10.93 eV. As for the spin multiplicity: 1.



*z*
The following is a quantum chemistry calculation of a cluster of 2 separate species, CH5NO2S in total, from the OMol25 dataset.

```
10
Properties=species:S:1:pos:R:3:nbo_charge:R:1
C 1.125 -0.066 0.757 -0.112
N 1.182 -0.724 -0.389 -0.774
O -1.488 1.376 -0.523 -0.943
O -1.298 -1.240 -0.196 -0.946
S -1.395 0.007 0.560 1.094
H 1.357 1.038 0.708 0.200
H 1.443 -0.544 1.617 0.187
H 0.973 -0.143 -1.270 0.384
H -2.292 1.727 -0.795 0.486
H 0.392 -1.430 -0.469 0.423
```

The LUMO energy (spin up / spin down) comes out at 0.43 / 0.43 eV. The calculation puts the gap between HOMO and LUMO (spin up / spin down) at 8.40 / 8.39 eV. As for the spin multiplicity: 1.



Energy ordering: *x* at the bottom, the next structure 36.3 kcal/mol above.



*w*
The following is a quantum chemistry calculation of an isolated molecule of C3H4INO, from the OMol25 dataset.

```
10
Properties=species:S:1:pos:R:3:nbo_charge:R:1
C -0.935 0.428 0.387 0.236
C -3.129 1.348 -0.017 0.644
C 0.238 -0.117 -0.325 -0.672
N -1.936 0.858 -0.238 -0.487
O -3.563 2.446 -0.001 -0.514
I -4.543 -0.380 0.001 -0.096
H -0.897 0.430 1.479 0.173
H 0.381 -1.158 -0.036 0.240
H 1.134 0.427 -0.029 0.237
H 0.103 -0.052 -1.401 0.239
```

The LUMO energy comes out at -0.17 eV. The SMILES is C/C=N/C(=O)I. The calculation puts the gap between HOMO and LUMO at 9.25 eV. As for the spin multiplicity: 1.



*x*
The following is a quantum chemistry calculation of a cluster of 2 separate species, C3H4INO in total, from the OMol25 dataset.

```
10
Properties=species:S:1:pos:R:3:nbo_charge:R:1
C -0.277 -0.690 -0.729 0.016
C -1.028 -2.465 -2.895 0.472
C 0.390 0.511 0.005 -0.642
N 0.260 -0.994 -1.781 -0.357
O -0.654 -2.892 -3.875 -0.468
I -2.749 -2.871 -1.807 0.115
H -1.241 -1.219 -0.395 0.187
H 0.743 0.214 0.903 0.217
H -0.387 1.310 0.275 0.220
H 1.074 1.142 -0.602 0.241
```

The LUMO energy (spin up / spin down) comes out at -0.87 / -0.87 eV. The calculation puts the gap between HOMO and LUMO (spin up / spin down) at 7.49 / 7.49 eV. As for the spin multiplicity: 1.



Energy ordering: *w* at the bottom, the next structure 66.1 kcal/mol above.



*w*
The following is a quantum chemistry calculation of a cluster of 2 separate species, C2H6N3O in total, from the OMol25 dataset.

```
12
Properties=species:S:1:pos:R:3:nbo_charge:R:1
C 0.812 -0.543 -0.624 0.150
C 1.820 0.493 0.939 -0.076
N 2.134 -0.563 -0.972 0.224
N 0.620 0.142 0.433 -0.200
N -3.080 0.000 -0.494 -1.121
O 2.769 -0.006 -0.103 -0.062
H 0.200 -1.035 -1.332 0.271
H 1.997 1.571 1.207 0.339
H 2.360 0.111 1.889 0.351
H -3.878 -0.563 -0.786 0.383
H -3.344 0.930 -0.224 0.383
H -2.411 -0.538 0.066 0.358
```

The LUMO energy comes out at -8.37 eV. As for the charge: +1. The calculation puts the gap between HOMO and LUMO at 4.19 eV. As for the spin multiplicity: 1.



*x*
The following is a quantum chemistry calculation of a cluster of 2 separate species, C2H6N3O in total, from the OMol25 dataset.

```
12
Properties=species:S:1:pos:R:3:nbo_charge:R:1
C 0.143 -0.939 1.337 0.318
C 0.785 0.640 -0.032 0.288
N -0.041 0.328 1.027 -0.497
N 1.117 -1.426 0.593 -0.218
N -1.048 0.249 -1.678 -0.774
O 1.613 -0.427 -0.240 -0.246
H -0.402 -1.500 2.077 0.278
H 1.112 1.615 -0.335 0.256
H -0.772 0.943 1.364 0.477
H 1.551 -2.340 0.537 0.468
H -1.395 1.193 -1.809 0.322
H -0.508 0.021 -2.509 0.328
```

The LUMO energy (spin up / spin down) comes out at -4.53 / -4.46 eV. As for the charge: +1. The calculation puts the gap between HOMO and LUMO (spin up / spin down) at 7.58 / 9.65 eV. As for the spin multiplicity: 1.



Energy ordering: *x* at the bottom, the next structure 3.1 kcal/mol above.



*w*
The following is a quantum chemistry calculation of a cluster of 9 separate species, H16IO8 in total, from the OMol25 dataset.

```
25
Properties=species:S:1:pos:R:3:nbo_charge:R:1
I 8.792 -28.660 14.379 -0.880
O 10.149 -25.730 13.574 -0.977
H 9.808 -26.580 13.701 0.476
H 9.631 -25.092 14.107 0.471
O 10.732 -29.198 11.784 -0.933
H 10.852 -30.234 12.042 0.454
H 10.195 -29.015 12.448 0.459
O 6.847 -28.446 11.177 -0.931
H 7.358 -28.837 11.806 0.467
H 7.543 -27.708 11.119 0.460
O 9.030 -31.793 15.956 -0.973
H 8.951 -30.948 15.452 0.491
H 8.452 -31.708 16.712 0.458
O 7.086 -25.416 15.299 -0.977
H 7.357 -26.142 14.727 0.500
H 7.476 -25.387 16.121 0.471
O 5.342 -29.323 15.276 -0.969
H 4.964 -28.519 15.625 0.460
H 6.155 -29.048 14.798 0.493
O 9.558 -27.859 17.320 -0.947
H 9.462 -27.986 18.202 0.466
H 9.020 -28.317 16.806 0.482
O 11.728 -28.054 15.776 -0.999
H 11.723 -27.505 14.980 0.486
H 10.977 -28.126 16.292 0.489
```

The LUMO energy comes out at 2.81 eV. As for the charge: -1. The calculation puts the gap between HOMO and LUMO at 8.52 eV. As for the spin multiplicity: 1.



*x*
The following is a quantum chemistry calculation of a structure of composition H16IO8, from the OMol25 dataset.

```
25
Properties=species:S:1:pos:R:3:nbo_charge:R:1
I -0.528 0.125 -0.192 -0.837
O 2.075 1.433 1.799 -0.940
H 1.552 0.968 1.196 0.466
H 2.109 0.910 2.581 0.462
O -1.073 -3.020 1.686 -0.915
H -1.862 -2.845 2.318 0.453
H -1.045 -2.282 1.268 0.459
O -0.942 1.184 3.504 -0.955
H -0.778 1.049 2.530 0.485
H -1.473 1.959 3.376 0.460
O 2.200 -0.737 0.124 -1.003
H 1.319 -0.483 0.473 0.433
H 1.887 -1.670 -0.095 0.476
O -3.041 2.815 0.560 -0.978
H -4.024 2.646 0.686 0.465
H -2.558 1.975 0.376 0.500
O 0.499 -3.108 -1.592 -0.960
H 0.094 -2.283 -1.495 0.480
H 1.038 -3.053 -2.396 0.476
O -0.769 2.237 -3.440 -0.952
H 0.153 1.971 -3.328 0.461
H -0.835 1.837 -2.482 0.481
O 1.745 -0.665 -2.722 -0.969
H 2.620 -0.505 -2.914 0.457
H 1.639 -0.456 -1.823 0.495
```

The LUMO energy comes out at 2.93 eV. As for the charge: -1. The calculation puts the gap between HOMO and LUMO at 8.60 eV. As for the spin multiplicity: 1.



Energy ordering: *w* at the bottom, the next structure 1.5 kcal/mol above.



*w*
The following is a quantum chemistry calculation of an isolated molecule of C6H10N2S, from the OMol25 dataset.

```
19
Properties=species:S:1:pos:R:3:nbo_charge:R:1
C 1.534 1.013 -0.045 0.052
C 2.707 0.517 0.468 -0.309
C -1.433 0.290 1.488 -1.019
C -2.127 0.688 -1.234 -0.932
C 0.416 0.017 -0.615 -0.411
C 0.377 -1.452 -0.096 -0.634
N 1.140 2.265 0.196 -0.140
N -0.044 2.523 0.281 -0.236
S -1.099 1.006 0.019 1.338
H 3.381 1.048 1.094 0.215
H 2.938 -0.542 0.195 0.201
H -0.690 0.628 2.258 0.234
H -2.414 0.608 1.804 0.235
H -1.915 1.039 -2.144 0.223
H -3.092 0.362 -0.962 0.238
H 0.531 0.152 -1.739 0.244
H 1.437 -1.807 0.151 0.214
H -0.063 -2.090 -0.883 0.226
H -0.292 -1.433 0.721 0.262
```

The LUMO energy (spin up / spin down) comes out at -0.63 / -0.63 eV. The SMILES is C=C1N=NS(=C)(=C)[C@@H]1C. The calculation puts the gap between HOMO and LUMO (spin up / spin down) at 7.15 / 7.15 eV. As for the spin multiplicity: 1.



*x*
The following is a quantum chemistry calculation of a structure of composition C6H10N2S, from the OMol25 dataset.

```
19
Properties=species:S:1:pos:R:3:nbo_charge:R:1
C 1.095 -0.652 0.798 0.283
C -2.129 -0.687 -0.024 0.069
C 0.718 0.602 0.149 -0.252
C 1.376 1.799 0.761 -0.590
C 1.361 0.572 -1.211 -0.616
C -1.773 -1.364 1.104 -0.479
N 1.755 -1.456 1.251 -0.310
N -2.285 -1.334 -1.212 -0.825
S -1.143 0.807 0.178 0.185
H 0.982 2.648 0.277 0.227
H 2.441 1.836 0.539 0.223
H 1.215 1.838 1.819 0.227
H 0.798 0.886 -2.032 0.236
H 1.640 -0.487 -1.584 0.223
H 2.348 0.938 -1.026 0.220
H -1.778 -0.723 1.996 0.195
H -2.427 -2.081 1.505 0.194
H -2.598 -2.211 -1.475 0.406
H -1.594 -0.929 -1.815 0.384
```

The LUMO energy comes out at 0.20 eV. The calculation puts the gap between HOMO and LUMO at 9.12 eV. As for the spin multiplicity: 1.



Energy ordering: *x* at the bottom, the next structure 87.5 kcal/mol above.